A molecular structure, C83H136N14O33 in a non-equilibrium geometry, computed with wB97M-V/def2-TZVPD.

Results
Charge ... +6
LUMO ... -10.43 eV

Geometry as XYZ:
```
266
Properties=species:S:1:pos:R:3:mulliken_charge:R:1
C -2.404 8.183 -9.366 -0.835
N -2.312 8.365 -10.873 -0.024
C -3.468 8.683 -11.549 -0.492
C -3.480 9.011 -12.906 -0.541
C -2.263 9.037 -13.567 0.769
C -1.085 8.655 -12.912 -0.670
C -1.157 8.327 -11.566 -0.124
C -2.343 9.348 -15.035 0.811
C -3.039 10.454 -15.529 -0.677
C -3.172 10.695 -16.886 -0.356
N -2.582 9.777 -17.740 0.059
C -2.075 8.653 -17.284 -0.108
C -1.910 8.394 -15.945 -0.791
C -2.500 10.053 -19.193 -0.847
H -1.409 8.014 -8.918 0.285
H -3.162 7.405 -9.191 0.344
H -2.909 9.129 -9.013 0.377
H -4.285 8.593 -10.917 0.580
H -4.484 9.283 -13.347 0.416
H -0.138 8.695 -13.451 0.518
H -0.300 7.998 -10.989 0.423
H -3.347 11.183 -14.845 0.587
H -3.487 11.668 -17.304 0.430
H -1.657 7.989 -18.030 0.363
H -1.367 7.516 -15.720 0.475
H -1.986 9.306 -19.801 0.299
H -1.890 11.056 -19.261 0.358
H -3.464 10.278 -19.562 0.372
C -2.718 -2.723 4.608 -0.180
N -2.050 -1.662 3.772 0.879
C -1.048 -0.901 4.211 -0.424
C -0.415 0.034 3.399 -1.567
C -0.734 0.113 2.028 1.014
C -1.853 -0.663 1.589 0.662
C -2.393 -1.520 2.458 -1.529
C 0.059 1.038 1.156 0.704
C -0.426 1.339 -0.112 0.360
C 0.281 2.118 -0.960 -1.374
N 1.566 2.502 -0.629 1.179
C 2.180 2.017 0.473 -1.001
C 1.403 1.304 1.433 -0.875
C 2.224 3.163 -1.797 0.552
H -2.484 -2.456 5.643 0.271
H -2.304 -3.659 4.283 0.227
H -3.852 -2.598 4.501 -0.297
H -0.756 -0.980 5.241 0.624
H 0.411 0.562 3.746 0.807
H -2.054 -0.820 0.530 -0.250
H -3.024 -2.312 2.094 0.815
H -1.455 1.099 -0.336 -0.565
H -0.001 2.429 -1.943 1.128
H 3.229 2.250 0.593 0.841
H 1.875 1.118 2.342 0.468
H 2.412 2.579 -2.675 0.147
H 3.241 3.502 -1.543 -1.408
H 1.592 4.003 -1.981 0.577
C 5.296 -6.370 12.763 -0.960
N 4.793 -6.433 11.370 0.252
C 5.616 -6.893 10.414 -0.521
C 5.309 -6.845 9.065 -0.788
C 4.114 -6.219 8.625 0.908
C 3.231 -5.815 9.661 -0.622
C 3.631 -5.820 10.973 -0.230
C 3.886 -6.171 7.127 0.730
C 2.599 -6.217 6.547 -1.002
C 2.519 -6.060 5.177 -0.070
N 3.627 -6.091 4.371 0.305
C 4.816 -6.126 4.910 -0.709
C 4.987 -6.111 6.277 -0.470
C 3.485 -5.992 2.963 -0.902
H 6.367 -6.111 12.867 0.378
H 5.205 -7.318 13.271 0.373
H 4.725 -5.672 13.352 0.335
H 6.517 -7.438 10.688 0.465
H 6.026 -7.256 8.364 0.592
H 2.388 -5.218 9.223 0.351
H 3.127 -5.220 11.726 0.479
H 1.738 -6.409 7.097 0.670
H 1.550 -6.124 4.624 0.431
H 5.646 -6.250 4.195 0.436
H 5.968 -5.978 6.758 0.430
H 3.975 -5.081 2.581 0.368
H 2.462 -5.842 2.717 0.220
H 3.980 -6.849 2.474 0.379
C -5.297 -5.344 2.307 -0.294
N -6.733 -5.695 2.233 0.248
C -7.621 -4.809 2.801 -0.356
C -8.967 -5.159 2.776 -0.673
C -9.336 -6.421 2.271 0.895
C -8.440 -7.281 1.732 -0.592
C -7.139 -6.856 1.780 -0.071
C -10.811 -6.899 2.308 0.282
C -11.227 -7.831 3.308 -0.705
C -12.470 -8.407 3.166 -0.110
N -13.235 -8.085 2.067 -0.019
C -12.915 -7.134 1.222 -0.348
C -11.601 -6.542 1.268 -0.584
C -14.483 -8.839 1.870 -0.884
H -5.316 -4.233 2.079 -0.237
H -4.777 -5.928 1.546 0.328
H -4.819 -5.566 3.308 0.205
H -7.176 -3.879 3.152 0.547
H -9.740 -4.518 3.160 0.533
H -8.655 -8.281 1.364 0.490
H -6.299 -7.426 1.461 0.446
H -10.685 -8.229 4.185 0.411
H -12.902 -9.166 3.881 0.366
H -13.625 -6.979 0.458 0.493
H -11.294 -5.873 0.538 0.604
H -14.751 -9.346 2.835 0.301
H -14.222 -9.566 1.084 0.360
H -15.284 -8.124 1.604 0.384
C 6.995 0.341 -3.998 -0.887
C 5.561 0.576 -4.458 0.732
O 4.593 0.436 -3.666 -0.790
N 5.310 0.771 -5.738 -0.246
H 6.041 0.818 -6.435 0.275
H 4.220 -1.950 3.307 0.258
C 4.003 1.342 -6.239 -0.497
H 7.310 1.217 -3.419 0.072
H 7.765 0.270 -4.809 0.417
H 7.057 -0.595 -3.439 0.261
H 3.474 1.661 -5.362 -0.086
H 3.477 0.601 -6.910 0.283
H 4.218 2.358 -6.736 0.324
C -5.673 -1.149 7.136 -0.617
C -4.612 -0.120 6.898 0.630
O -3.701 -0.199 6.084 -0.569
N -4.878 1.027 7.575 -0.229
H -5.443 0.963 8.397 0.273
H 0.045 -4.930 16.168 0.335
C -3.871 2.152 7.535 -0.793
H -6.665 -0.738 7.376 0.370
H -5.380 -1.877 7.992 0.251
H -5.673 -1.775 6.204 -0.055
H -4.017 2.894 6.793 0.285
H -2.845 1.662 7.279 0.186
H -3.778 2.687 8.488 0.343
C 5.870 -1.755 10.019 -1.166
C 6.537 -2.936 9.337 0.621
O 6.061 -4.050 9.294 -0.433
N 7.809 -2.643 8.815 -0.192
H 8.301 -3.434 8.354 0.275
H 7.657 -0.511 1.349 0.348
C 8.381 -1.252 8.649 -0.831
H 5.084 -2.048 10.716 0.280
H 5.556 -0.955 9.309 0.303
H 6.641 -1.328 10.675 0.373
H 8.410 -0.716 9.619 0.266
H 7.868 -0.602 7.867 0.252
H 9.401 -1.325 8.320 0.333
C -4.338 -2.153 -1.000 -1.335
O -3.108 -1.598 -1.346 0.118
C -2.096 -2.444 -1.807 0.102
C -2.150 -2.709 -3.369 -1.174
N -0.854 -3.361 -3.718 -0.157
H 0.299 -2.323 -3.263 0.445
H -0.678 -4.275 -3.325 0.218
C -0.770 -3.516 -5.187 -0.895
C 0.307 -4.582 -5.671 -0.602
O 1.552 -3.997 -5.481 -0.203
C 2.672 -4.735 -5.930 -0.893
H -4.466 -2.541 0.056 0.337
H -4.544 -2.998 -1.557 0.633
H -5.169 -1.443 -1.070 0.219
H -2.100 -3.405 -1.225 0.373
H -1.161 -1.851 -1.760 -0.355
H -2.128 -1.756 -3.798 0.411
H -2.917 -3.399 -3.752 0.639
H -0.743 -2.547 -5.641 0.379
H -1.769 -3.890 -5.525 0.459
H 0.150 -4.872 -6.714 0.463
H 0.127 -5.476 -5.051 0.351
H 3.269 -5.098 -5.091 0.280
H 3.301 -4.177 -6.580 0.269
H 2.395 -5.606 -6.497 0.405
C 10.762 5.496 -2.269 -0.789
O 9.532 5.533 -1.727 -0.366
C 9.164 4.366 -1.072 -0.391
C 7.978 4.790 -0.199 -0.691
N 7.022 5.349 -1.157 0.218
H 7.587 5.676 -1.874 0.450
H 6.543 4.275 -1.668 0.204
C 6.008 6.367 -0.699 -0.804
C 4.651 5.958 -1.124 0.384
O 3.619 6.806 -0.698 -0.470
C 2.890 6.561 0.494 -0.473
H 11.551 5.642 -1.459 0.289
H 10.873 6.417 -2.817 0.296
H 11.060 4.550 -2.784 0.318
H 9.951 4.010 -0.321 0.415
H 8.854 3.500 -1.744 0.159
H 8.393 5.510 0.511 0.483
H 7.545 3.942 0.254 0.272
H 6.207 7.427 -1.004 0.262
H 5.943 6.478 0.341 0.435
H 4.521 4.894 -0.853 -0.336
H 4.550 6.027 -2.203 0.274
H 2.154 7.339 0.417 0.306
H 3.388 6.781 1.435 0.309
H 2.381 5.587 0.458 0.036
C -3.858 1.622 -0.985 -0.857
O -2.837 2.082 -1.931 0.735
C -3.406 2.397 -3.250 -0.951
C -3.510 3.878 -3.291 -0.582
N -2.179 4.498 -3.123 0.317
H -1.606 3.866 -2.541 -0.475
H -1.422 4.828 -4.633 0.581
C -2.076 5.738 -2.492 -0.948
C -2.229 5.689 -0.893 -0.661
O -1.263 4.871 -0.345 0.062
C -1.515 4.384 0.941 -0.737
H -4.019 0.554 -1.058 -0.050
H -4.895 2.010 -1.145 0.474
H -3.476 1.841 -0.020 0.139
H -4.333 1.908 -3.225 0.622
H -2.606 2.094 -3.969 0.163
H -4.302 4.298 -2.596 0.260
H -3.929 4.148 -4.254 0.444
H -2.818 6.420 -2.909 0.495
H -1.119 6.208 -2.722 0.300
H -3.187 5.284 -0.661 0.465
H -2.264 6.754 -0.593 0.397
H -2.324 3.615 0.966 0.097
H -1.789 5.205 1.527 0.644
H -0.601 3.887 1.288 -0.039
O -4.980 -0.796 3.027 -0.424
C -5.636 -1.987 2.987 0.613
O -5.800 -2.459 1.820 -0.726
O -6.098 -2.510 4.050 -0.790
H -4.843 -0.500 3.956 0.276
O 1.969 -3.573 4.514 -0.735
C 2.513 -2.575 3.845 0.423
O 3.815 -2.846 3.434 -0.267
O 1.955 -1.533 3.748 -0.499
H 0.709 -3.967 4.031 0.428
O 1.135 4.990 -6.445 -0.517
C 0.312 4.712 -5.372 0.623
O -0.933 5.102 -5.574 -0.534
O 0.743 4.215 -4.328 -0.543
H 2.079 4.626 -6.260 0.358
O -0.116 -4.172 14.313 -0.474
C 0.911 -5.012 14.619 0.695
O 1.788 -5.416 13.889 -0.507
O 0.782 -5.394 15.861 -0.389
H 0.120 -3.903 13.354 0.336
O 0.338 -4.396 1.592 -0.409
C -0.586 -4.698 2.600 0.853
O -1.719 -5.087 2.366 -0.623
O -0.151 -4.494 3.791 -0.521
H -0.177 -4.561 0.771 0.255
O 5.141 1.212 -1.288 0.500
C 5.440 2.458 -1.016 0.817
O 5.288 2.800 0.158 -0.785
O 5.985 3.147 -1.971 -0.885
H 5.278 0.960 -2.206 -0.323
O 4.722 0.165 1.240 -0.065
C 5.880 -0.168 1.777 0.631
O 6.899 -0.113 0.873 -0.406
O 5.938 -0.445 2.965 -0.649
H 4.961 0.394 0.332 0.100
O 1.647 0.477 -2.988 0.270
C 0.718 -0.498 -3.077 0.127
O 1.135 -1.734 -2.956 -0.522
O -0.437 -0.162 -3.197 -0.485
H 2.528 -0.030 -2.967 0.024
```